1.
DFT (ωB97M-V/def2-TZVPD) results for C25H40BrNOP2Zn as an isolated structure.

```
71
Properties=species:S:1:pos:R:3:lowdin_charge:R:1
C 0.52672 -5.71262 5.58144 0.016
C 1.62621 -6.02976 4.75559 -0.226
C 2.42241 -7.13551 5.10336 -0.001
C 2.08904 -7.86574 6.25574 -0.090
N 1.02156 -7.57740 6.99508 0.097
C 0.26933 -6.52223 6.69255 -0.091
C 1.96624 -5.15605 3.63448 -0.059
C 1.80991 -3.93650 3.20573 -0.082
C 1.41963 -2.55722 3.31349 -0.225
C 0.25433 -2.07837 2.67759 0.032
C 0.19538 -0.75568 2.23595 -0.065
C 1.25405 0.11153 2.54230 -0.650
C 2.24641 -0.27548 3.45937 -0.079
C 2.31860 -1.60916 3.85836 0.000
Zn 2.90310 -4.94350 1.92086 1.032
P 0.17005 -2.56216 -1.82000 0.962
H 3.31140 -7.38674 4.52302 0.114
H -0.08730 -4.83285 5.37425 0.125
H 2.70628 -8.70350 6.58453 0.127
H -0.56846 -6.29970 7.35110 0.127
H 3.10611 -1.96536 4.52977 0.144
H -0.54639 -2.78675 2.46416 0.137
H 2.95282 0.46537 3.83219 0.127
H -0.62939 -0.39391 1.63420 0.112
C 0.26627 -1.46231 -3.31199 -0.395
C -0.15336 -2.01453 -4.67030 -0.142
H 1.32103 -1.14366 -3.35616 0.060
H -0.31711 -0.57045 -3.03882 0.065
H -0.14305 -1.19730 -5.40332 0.085
H 0.54485 -2.78032 -5.03068 0.073
H -1.16343 -2.44205 -4.66774 0.062
C 0.11280 -4.27077 -2.49811 -0.417
C -0.38191 -5.31736 -1.49536 -0.154
H 1.15039 -4.49844 -2.78659 0.064
H -0.48974 -4.26419 -3.41403 0.073
H 0.20783 -6.23913 -1.58277 0.071
H -0.30688 -4.97019 -0.45647 0.040
H -1.43257 -5.58052 -1.67550 0.079
C -1.55906 -2.26878 -1.24419 -0.429
C -2.66875 -2.62573 -2.22112 -0.132
H -1.58589 -1.19196 -0.99302 0.040
H -1.66913 -2.84114 -0.30954 0.060
H -3.63676 -2.48149 -1.72775 0.082
H -2.66369 -1.98601 -3.11037 0.071
H -2.63064 -3.67086 -2.54814 0.065
Br 1.34835 1.77888 1.72141 0.946
P 4.58344 -2.12544 -0.49601 1.027
C 3.45948 -2.91361 -1.73508 -0.459
C 4.07654 -2.92518 -3.13986 -0.144
H 2.51215 -2.33515 -1.72625 -0.031
H 3.24717 -3.93442 -1.37888 0.065
H 3.38975 -3.39029 -3.86015 0.073
H 4.30984 -1.91345 -3.50305 0.081
H 5.01019 -3.50309 -3.15925 0.075
C 3.84797 -0.42760 -0.38955 -0.410
C 4.93135 0.64851 -0.27492 -0.155
H 3.16739 -0.38289 0.47363 0.039
H 3.24451 -0.27066 -1.29676 0.082
H 4.47500 1.64716 -0.28265 0.073
H 5.50983 0.54864 0.65446 0.073
H 5.63821 0.58957 -1.11408 0.077
C 4.13241 -2.78509 1.14116 -0.462
C 5.21994 -3.78277 1.56296 -0.177
H 3.10005 -3.18355 0.96899 0.036
H 4.05228 -1.95788 1.85855 0.082
H 5.11395 -4.07099 2.61691 0.071
H 5.22516 -4.67627 0.92345 0.079
H 6.20973 -3.32456 1.44862 0.101
O -0.69147 0.61649 -0.93883 -0.090
H -1.23082 1.41628 -1.03835 0.076
H 0.03284 0.86853 -0.33200 -0.033
```

- Net charge: +2
- Relative energy (zero: lowest compared OMol25 entry of this formula, charge and spin): 11.17 kcal per mole
- LUMO energy (alpha / beta): -9.2 / -9.6 eV
- Frontier orbital gap (alpha / beta): 3.88 / 2.86 eV
- HOMO energy (alpha / beta): -13.09 / -12.50 eV



2.
DFT (ωB97M-V/def2-TZVPD) results for one molecule with the formula C4H7N3S.

```
15
Properties=species:S:1:pos:R:3:nbo_charge:R:1
C 2.15846 1.47465 -0.15226 -0.060
N 3.13558 0.57365 0.02656 -0.595
S 2.89038 -1.10290 0.05849 0.628
C 1.36140 -1.52291 -0.15431 -0.206
N 0.37319 -0.67756 -0.41853 -0.384
N -0.83972 -1.39978 -0.12184 -0.302
C -1.94639 -0.81712 -0.00608 0.116
C -2.24746 0.62125 0.05106 -0.700
H 1.12326 1.20307 -0.27552 0.213
H 2.38837 2.63528 0.03438 0.185
H 1.07699 -2.63340 0.20628 0.239
H -2.78426 -1.49763 0.45920 0.179
H -2.77616 1.01566 0.95014 0.232
H -2.65374 1.00849 -0.81686 0.232
H -1.25989 1.11924 0.15929 0.223
```

- Net charge: 0
- SMILES string: C=NS/C=N/N=C\C
- Relative energy (zero: lowest compared OMol25 entry of this formula, charge and spin): 112.73 kcal per mole
- LUMO energy: 0.2 eV
- Frontier orbital gap: 8.95 eV
- HOMO energy: -8.75 eV